No. 1
The following is a quantum chemistry calculation of a 5-piece molecular cluster, H11O5 overall, from the Open Molecules 2025 dataset.

Summary:
E: -382.5658 Ha
Kohn-Sham gap: 0.4841 hartree
LUMO: -2.938 eV
F_max: 0.92 eV/A
Energy relative to the best compared isomer or geometry (same formula, charge and spin): 7.7 kcal/mol
Charge: +1

The geometry in XYZ format:
```
16
H11O5 (wB97M-V/def2-TZVPD)
O -0.25 1.64 0.39
H -0.31 2.45 0.90
H -1.04 1.59 -0.17
O -2.02 1.71 -1.83
H -2.89 1.38 -2.08
H -1.69 2.21 -2.59
O 1.90 -1.67 2.66
H 2.43 -1.33 3.39
H 1.61 -2.55 2.89
O -0.50 -1.06 -1.58
H -0.85 -1.71 -2.19
H -0.76 -0.18 -1.89
O 1.04 -0.63 0.40
H 0.63 0.27 0.41
H 0.74 -1.19 -0.35
H 1.05 -1.01 1.33
```

=====

No. 2
The following is a quantum chemistry calculation of H12MnO6 as an isolated structure, from the Open Molecules 2025 dataset.

Summary:
E: -1609.1389 Ha
Kohn-Sham gap (alpha / beta): 0.4083 / 0.4865 hartree
LUMO (alpha / beta): -7.026 / -7.007 eV
F_max: 0.89 eV/A
Multiplicity: 6
Energy relative to the best compared isomer or geometry (same formula, charge and spin): 10.3 kcal/mol
Charge: +2

The geometry in XYZ format:
```
19
H12MnO6 (wB97M-V/def2-TZVPD)
Mn -30.87 -20.02 3.93
O -31.47 -20.64 2.03
H -30.75 -20.77 1.41
H -32.26 -20.83 1.52
O -29.87 -19.63 5.74
H -30.31 -19.56 6.58
H -29.00 -19.25 5.89
O -32.11 -18.18 3.93
H -31.99 -17.33 4.35
H -32.79 -18.02 3.27
O -29.28 -19.02 2.80
H -28.35 -19.17 2.93
H -29.34 -18.54 1.97
O -29.57 -21.74 3.78
H -30.05 -22.57 3.79
H -28.74 -21.94 3.35
O -32.50 -21.08 4.71
H -32.78 -21.47 5.54
H -33.07 -21.48 4.06
```

=====

No. 3
The following is a quantum chemistry calculation of a 5-piece molecular cluster, H12NO4 overall, from the Open Molecules 2025 dataset.

Summary:
E: -362.6987 Ha
Kohn-Sham gap: 0.4460 hartree
LUMO: -3.007 eV
F_max: 0.82 eV/A
Energy relative to the best compared isomer or geometry (same formula, charge and spin): 12.0 kcal/mol
Charge: +1

The geometry in XYZ format:
```
17
H12NO4 (wB97M-V/def2-TZVPD)
N -0.31 0.96 0.20
H -0.93 1.46 0.83
H 0.60 0.80 0.70
H -0.68 0.05 -0.05
H -0.22 1.49 -0.66
H 0.44 1.47 -3.20
H 1.32 2.44 -2.32
O 0.78 1.64 -2.31
H 2.25 -0.81 1.42
H 2.10 0.35 2.47
O 1.95 0.09 1.55
H -1.40 -1.63 2.91
H -1.02 -1.66 1.39
O -1.24 -1.10 2.13
H -1.80 -1.23 -2.22
H -0.94 -2.38 -1.76
O -1.21 -1.49 -1.50
```

=====

No. 4
The following is a quantum chemistry calculation of a 7-piece molecular cluster, H12NO9 overall at a distorted geometry, from the Open Molecules 2025 dataset.

Summary:
E: -739.0568 Ha
Kohn-Sham gap: 0.3525 hartree
LUMO: 2.826 eV
F_max: 7.22 eV/A
Energy relative to the best compared isomer or geometry (same formula, charge and spin): 36.3 kcal/mol
Charge: -1

The geometry in XYZ format:
```
22
H12NO9 (wB97M-V/def2-TZVPD)
N 0.27 -1.53 0.90
O 0.25 -0.64 1.79
O -0.86 -1.96 0.43
O 1.21 -1.37 0.07
O 1.61 1.49 0.59
H 2.38 1.49 -0.02
H 1.39 0.57 0.91
O -0.61 1.34 -1.16
H -0.11 0.58 -0.92
H -0.64 2.03 -0.52
O -2.78 0.08 -0.14
H -2.09 0.78 -0.39
H -2.25 -0.51 0.47
O 3.27 -0.66 -1.83
H 3.71 0.03 -1.36
H 2.64 -1.04 -1.20
O -1.08 -1.65 -2.25
H -1.50 -0.80 -2.40
H -0.97 -1.64 -1.33
O -1.16 1.25 3.16
H -0.76 0.60 2.56
H -1.91 1.55 2.64
```

=====

No. 5
The following is a quantum chemistry calculation of H12NiO6 as an isolated structure at a distorted geometry, from the Open Molecules 2025 dataset.

Summary:
E: -1966.3839 Ha
Kohn-Sham gap (alpha / beta): 0.4721 / 0.4542 hartree
LUMO (alpha / beta): -7.231 / -7.824 eV
F_max: 2.41 eV/A
Multiplicity: 3
Energy relative to the best compared isomer or geometry (same formula, charge and spin): 16.4 kcal/mol
Charge: +2

The geometry in XYZ format:
```
19
H12NiO6 (wB97M-V/def2-TZVPD)
Ni -0.02 0.17 0.01
O -0.50 2.17 0.07
H -0.06 2.85 -0.45
H -1.34 2.57 0.35
O -0.84 -0.21 1.81
H -1.77 -0.40 2.07
H -0.48 0.26 2.61
O -1.71 -0.74 -0.74
H -2.54 -0.54 -0.35
H -1.70 -1.68 -0.83
O 2.00 0.59 0.43
H 2.73 0.86 -0.14
H 2.20 0.94 1.27
O 0.79 -1.86 0.20
H 0.65 -2.65 -0.34
H 0.76 -2.33 1.07
O 0.39 0.11 -2.00
H 0.24 -0.56 -2.65
H 1.20 0.45 -2.40
```

=====

No. 6
The following is a quantum chemistry calculation of H12O12SV as an isolated structure at a distorted geometry, from the Open Molecules 2025 dataset.

Summary:
E: -2252.4067 Ha
Kohn-Sham gap: 0.2510 hartree
LUMO: 1.886 eV
F_max: 10.08 eV/A
Energy relative to the best compared isomer or geometry (same formula, charge and spin): 25.6 kcal/mol
Charge: -1

The geometry in XYZ format:
```
26
H12O12SV (wB97M-V/def2-TZVPD)
O -9.73 16.79 -18.56
V -9.25 16.22 -17.16
O -8.34 14.96 -17.53
S -9.56 15.92 -13.80
O -10.51 14.79 -13.90
O -8.56 15.66 -12.73
O -8.91 16.11 -15.03
O -10.37 17.08 -13.50
O -11.07 15.16 -20.95
H -11.42 15.21 -21.83
H -10.78 16.05 -20.75
O -8.02 18.08 -16.78
H -8.31 18.76 -16.17
H -7.26 18.45 -17.22
O -10.92 17.68 -16.07
H -10.63 17.40 -15.20
H -11.32 18.54 -15.92
O -11.18 14.97 -16.62
H -11.37 14.97 -15.68
H -11.80 14.35 -17.00
O -8.78 12.72 -14.55
H -9.49 13.27 -14.22
H -8.46 13.18 -15.32
O -6.00 15.66 -15.24
H -6.95 15.59 -15.26
H -5.75 15.89 -16.13
```

=====

No. 7
The following is a quantum chemistry calculation of a 6-piece molecular cluster, H12O5S2 overall, from the Open Molecules 2025 dataset.

Summary:
E: -1179.7698 Ha
Kohn-Sham gap: 0.3528 hartree
LUMO: 0.317 eV
F_max: 0.67 eV/A
Energy relative to the best compared isomer or geometry (same formula, charge and spin): 4.7 kcal/mol
SMILES: SS.O.O.O.O.O

The geometry in XYZ format:
```
19
H12O5S2 (wB97M-V/def2-TZVPD)
S 2.87 -0.71 0.44
S 4.11 0.70 -0.40
H 2.89 -1.67 -0.49
H 3.20 1.65 -0.67
H -0.53 -0.20 2.92
H -0.50 -0.46 1.42
O -0.54 0.25 2.08
H -3.54 0.83 -0.18
H -2.07 0.45 -0.24
O -2.84 0.62 -0.80
H -0.39 -1.65 -0.19
H -1.03 -2.99 0.26
O -0.91 -2.07 0.52
H 0.48 2.65 -0.33
H 0.09 1.61 0.80
O 0.14 1.77 -0.16
H -0.01 0.22 -1.25
H -1.16 -0.38 -2.04
O -0.28 -0.60 -1.69
```

=====

No. 8
The following is a quantum chemistry calculation of a 6-piece molecular cluster, H12O6 overall at a distorted geometry, from the Open Molecules 2025 dataset.

Summary:
E: -458.5699 Ha
Kohn-Sham gap: 0.3793 hartree
LUMO: -0.011 eV
F_max: 11.14 eV/A
Energy relative to the best compared isomer or geometry (same formula, charge and spin): 64.4 kcal/mol
SMILES: O.O.O.O.O.O

The geometry in XYZ format:
```
18
H12O6 (wB97M-V/def2-TZVPD)
O 2.34 -1.60 1.75
H 2.80 -0.77 1.92
H 1.92 -1.35 0.85
O 0.74 1.87 -2.29
H 1.19 1.72 -1.42
H 0.70 1.16 -2.88
O -1.84 2.41 -1.24
H -1.63 2.03 -0.38
H -1.03 2.07 -1.74
O -0.58 1.18 0.98
H 0.13 1.54 1.30
H -1.39 1.28 1.64
O -1.46 -2.65 0.80
H -1.17 -3.44 0.49
H -1.28 -2.54 1.74
O 0.53 -0.91 -0.54
H -0.02 -1.74 -0.74
H 0.06 -0.28 -0.23
```

=====

No. 9
The following is a quantum chemistry calculation of a 6-piece molecular cluster, H12O6 overall at a distorted geometry, from the Open Molecules 2025 dataset.

Summary:
E: -458.5882 Ha
Kohn-Sham gap: 0.3938 hartree
LUMO: 0.312 eV
F_max: 2.25 eV/A
Energy relative to the best compared isomer or geometry (same formula, charge and spin): 52.9 kcal/mol
SMILES: O.O.O.O.O.O

The geometry in XYZ format:
```
18
H12O6 (wB97M-V/def2-TZVPD)
H -1.95 0.24 1.15
H -0.96 -0.70 0.47
H 3.08 -1.53 -2.31
H 3.28 -0.79 -0.99
H -2.52 0.54 -2.09
H -1.79 1.14 -0.90
H 0.37 1.04 -0.50
H 1.19 1.14 0.78
H 0.37 2.53 -2.03
H 1.11 1.30 -2.52
H -0.87 -1.38 3.94
H -0.60 -2.82 4.34
O -1.64 -0.67 1.16
O 2.63 -0.93 -1.69
O -1.64 0.66 -1.72
O 0.51 0.60 0.35
O 0.27 1.58 -2.14
O -0.84 -1.96 4.71
```

=====

No. 10
The following is a quantum chemistry calculation of a 6-piece molecular cluster, H12O6 overall at a distorted geometry, from the Open Molecules 2025 dataset.

Summary:
E: -458.5976 Ha
Kohn-Sham gap: 0.3887 hartree
LUMO: 0.200 eV
F_max: 1.30 eV/A
Energy relative to the best compared isomer or geometry (same formula, charge and spin): 47.0 kcal/mol
SMILES: O.O.O.O.O.O

The geometry in XYZ format:
```
18
H12O6 (wB97M-V/def2-TZVPD)
H 0.19 1.40 0.61
H -1.31 1.33 0.39
H 2.75 2.20 1.56
H 2.94 3.48 0.76
H 0.24 -1.94 -0.57
H 0.89 -3.03 -1.42
H -4.68 1.74 -0.88
H -3.86 1.47 -2.13
H -2.40 -0.97 2.30
H -1.31 -1.78 1.62
H 2.71 -0.21 -1.50
H 2.94 -1.66 -1.90
O -0.49 0.88 0.16
O 3.38 2.66 0.99
O 0.79 -2.73 -0.51
O -3.82 1.92 -1.28
O -2.11 -1.87 2.15
O 2.36 -1.10 -1.37
```

=====

No. 11
The following is a quantum chemistry calculation of a 6-piece molecular cluster, H12O6 overall at a distorted geometry, from the Open Molecules 2025 dataset.

Summary:
E: -458.5997 Ha
Kohn-Sham gap: 0.4092 hartree
LUMO: 0.290 eV
F_max: 6.25 eV/A
Energy relative to the best compared isomer or geometry (same formula, charge and spin): 45.7 kcal/mol
SMILES: O.O.O.O.O.O

The geometry in XYZ format:
```
18
H12O6 (wB97M-V/def2-TZVPD)
H 2.21 -0.78 1.89
H 1.07 0.03 1.10
H -0.10 2.09 0.44
H 1.11 1.50 -0.48
H 0.46 -0.15 -2.26
H -0.55 1.01 -2.00
H -2.80 1.70 -0.08
H -1.81 0.58 0.37
H -0.54 -1.32 1.73
H -1.23 -1.78 0.51
H 1.21 -2.80 -0.76
H 1.10 -1.37 -0.05
O 1.27 -0.88 1.45
O 0.89 1.72 0.47
O 0.46 0.88 -2.07
O -1.86 1.36 -0.27
O -1.47 -1.16 1.30
O 0.70 -1.76 -0.94
```

=====

No. 12
The following is a quantum chemistry calculation of a 6-piece molecular cluster, H12O6 overall at a distorted geometry, from the Open Molecules 2025 dataset.

Summary:
E: -458.5791 Ha
Kohn-Sham gap: 0.4197 hartree
LUMO: 0.038 eV
F_max: 5.00 eV/A
Energy relative to the best compared isomer or geometry (same formula, charge and spin): 58.6 kcal/mol
SMILES: O.O.O.O.O.O

The geometry in XYZ format:
```
18
H12O6 (wB97M-V/def2-TZVPD)
H -0.33 -2.04 -0.75
H -0.82 -0.96 0.23
H -5.53 -2.28 0.30
H -5.15 -0.73 0.45
H -1.42 2.64 -1.16
H -2.57 2.55 -0.29
H 2.74 -1.83 -0.52
H 4.22 -1.63 -0.71
H 0.47 2.46 1.82
H 1.50 1.48 2.34
H 3.28 0.70 0.06
H 3.53 0.01 -1.35
O -0.91 -1.89 -0.06
O -4.89 -1.54 0.07
O -2.34 2.75 -1.20
O 3.53 -2.01 -0.15
O 0.88 1.64 1.63
O 3.81 0.69 -0.70
```